A 13-piece molecular cluster, C3H28O14S overall in a non-equilibrium geometry. Source: OMol25; level of theory: the ωB97M-V functional and the def2-TZVPD basis.

The value obtained for the orbital gap is 6.348 eV. Its LUMO energy is 4.8 eV. For the HOMO energy, the calculation gives -0.0565 Eh. As for the total charge: -2.

Each line ends with the Mulliken charge.
Atoms and positions in Å:
1 O -1.527 -1.825 -0.148  -0.598
2 C -0.423 -1.291 -0.300  -0.042
3 O -0.217 -0.272 0.378  -0.579
4 C 0.493 -1.507 -1.546  0.238
5 C 1.821 -0.823 -1.390  -0.585
6 S 2.892 -1.021 -2.926  -0.667
7 H -0.119 -1.093 -2.452  -0.229
8 H 0.617 -2.680 -1.577  0.264
9 H 1.791 0.194 -1.040  0.091
10 H 2.320 -1.393 -0.559  0.210
11 H 3.430 2.278 1.074  0.275
12 H 4.437 2.267 -0.006  0.461
13 O 4.170 2.686 0.852  -0.652
14 H 0.304 1.949 -1.459  0.482
15 H -0.858 1.077 -1.526  0.329
16 O -0.754 1.995 -1.600  -0.760
17 H -2.135 1.223 3.746  0.285
18 H -3.030 0.315 3.083  0.432
19 O -2.777 0.606 3.945  -0.669
20 H -3.070 -1.361 -3.383  0.486
21 H -1.857 -0.809 -4.093  0.298
22 O -2.831 -0.851 -4.161  -0.729
23 H -0.963 -2.167 3.681  0.306
24 H -0.365 -2.142 2.322  0.343
25 O -0.523 -2.639 3.062  -0.724
26 H 4.299 0.791 -2.403  0.180
27 H 4.372 0.683 -0.686  0.273
28 O 4.557 1.209 -1.475  -0.696
29 H 0.384 2.624 3.869  0.347
30 H 0.140 3.748 2.991  0.325
31 O 0.235 3.621 3.898  -0.648
32 H -1.684 -4.015 0.754  0.314
33 H -1.232 -4.178 2.161  0.347
34 O -1.291 -4.640 1.408  -0.658
35 H -2.663 -1.000 0.934  0.466
36 H -2.471 0.531 0.688  0.288
37 O -3.033 -0.122 1.286  -0.827
38 H 2.754 2.590 -2.285  0.320
39 H 1.324 2.902 -2.890  0.271
40 O 1.776 2.724 -2.116  -0.628
41 H -0.010 1.121 1.272  0.541
42 H 1.195 2.149 1.572  0.270
43 O 0.304 1.842 1.966  -0.631
44 H -3.844 -1.228 -1.663  0.305
45 H -2.561 -2.094 -1.335  0.388
46 O -3.376 -1.973 -1.923  -0.812

One molecule with the formula C3H2Br2O in a non-equilibrium geometry. Source: OMol25; level of theory: the ωB97M-V functional and the def2-TZVPD basis.

The value obtained for the orbital gap is 9.854 eV. Its LUMO energy is -0.7 eV. As for the energy above the lowest of the compared OMol25 structures with the same formula, charge and spin: 0.0 kJ/mol. For the HOMO energy, the calculation gives -0.3874 Eh.

Each line ends with the Mulliken charge.
Atoms and positions in Å:
1 C 1.199 0.307 0.092  0.525
2 C -0.060 -0.352 -0.317  -0.310
3 C -1.206 0.099 0.186  -0.312
4 O 1.271 1.291 0.728  -0.399
5 Br 2.988 -0.426 -0.626  -0.240
6 Br -2.911 -0.677 -0.061  -0.091
7 H -0.130 -1.229 -0.794  0.454
8 H -1.151 0.987 0.791  0.373

One molecule with the formula C3H2Br2P2 in a non-equilibrium geometry. Source: OMol25; level of theory: the ωB97M-V functional and the def2-TZVPD basis.

The value obtained for the orbital gap (alpha / beta) is 7.886 / 6.657 eV. Its LUMO energy (alpha / beta) is -0.7 / -1.7 eV. As for the energy above the lowest of the compared OMol25 structures with the same formula, charge and spin: 432.5 kJ/mol. For the HOMO energy (alpha / beta), the calculation gives -0.3138 / -0.3072 Eh.

Each line ends with the Mulliken charge.
Atoms and positions in Å:
1 C -1.048 0.393 -0.591  0.183
2 C -1.701 -0.448 0.208  -0.659
3 C 1.518 -0.633 0.374  0.202
4 P 1.144 -1.781 1.486  -0.013
5 P 0.757 0.377 -0.986  0.004
6 Br -3.240 -0.872 0.993  -0.047
7 Br 3.290 0.272 0.087  -0.193
8 H -1.402 1.079 -1.251  0.438
9 H 0.682 1.611 -0.319  0.084

A 2-piece molecular cluster, C3H2BrF3O overall in a non-equilibrium geometry. Source: OMol25; level of theory: the ωB97M-V functional and the def2-TZVPD basis.

The value obtained for the orbital gap is 10.179 eV. Its LUMO energy is 0.7 eV. As for the energy above the lowest of the compared OMol25 structures with the same formula, charge and spin: 200.3 kJ/mol. For the HOMO energy, the calculation gives -0.3471 Eh.

Each line ends with the Mulliken charge.
Atoms and positions in Å:
1 C -0.785 0.371 0.091  -0.175
2 C 0.345 -0.810 3.272  0.498
3 C -0.315 -1.878 2.822  0.230
4 O -0.751 -0.784 0.273  -0.292
5 F 1.544 -0.438 2.686  -0.214
6 F 0.029 0.093 4.168  -0.228
7 F -1.494 -2.238 3.336  -0.243
8 Br 0.368 -3.201 1.727  -0.056
9 H -0.865 1.162 0.889  0.230
10 H -0.555 0.530 -1.027  0.251

C3H2BrF4NO as an isolated structure in a non-equilibrium geometry. Source: OMol25; level of theory: the ωB97M-V functional and the def2-TZVPD basis.

The value obtained for the orbital gap is 10.188 eV. Its LUMO energy is 0.4 eV. As for the energy above the lowest of the compared OMol25 structures with the same formula, charge and spin: 0.0 kJ/mol. For the HOMO energy, the calculation gives -0.3598 Eh.

Each line ends with the Mulliken charge.
Atoms and positions in Å:
1 C -0.756 -0.982 -0.388  0.543
2 C 0.013 0.853 0.008  0.044
3 C 0.763 0.763 1.359  0.798
4 N -0.409 -1.429 -1.535  -0.320
5 O -1.466 -1.407 0.452  -0.460
6 F 0.970 1.061 -1.018  -0.284
7 F 1.311 -0.481 1.376  -0.271
8 F -0.108 0.824 2.368  -0.218
9 F 1.773 1.603 1.514  -0.236
10 Br -1.339 2.262 0.005  -0.082
11 H 0.266 -1.044 -2.177  0.244
12 H -1.017 -2.023 -1.965  0.242

A 2-piece molecular cluster, C3H2BrNO2S overall in a non-equilibrium geometry. Source: OMol25; level of theory: the ωB97M-V functional and the def2-TZVPD basis.

The value obtained for the orbital gap is 8.733 eV. Its LUMO energy is -1.2 eV. As for the energy above the lowest of the compared OMol25 structures with the same formula, charge and spin: 137.4 kJ/mol. For the HOMO energy, the calculation gives -0.3650 Eh.

Each line ends with the Mulliken charge.
Atoms and positions in Å:
1 C -1.203 0.227 -0.032  0.022
2 C -1.091 0.001 -1.311  -0.395
3 C -0.143 -0.587 2.062  -0.063
4 N -0.660 -0.331 1.032  -0.018
5 O 2.342 -1.137 0.586  -0.346
6 O 1.641 1.170 0.381  -0.410
7 S 2.155 0.107 1.239  0.682
8 Br -0.157 -1.350 -2.202  -0.066
9 H -1.572 1.187 0.404  0.289
10 H -1.312 0.713 -2.159  0.305

One molecule with the formula C3H2Cl2N2. Source: OMol25; level of theory: the ωB97M-V functional and the def2-TZVPD basis.

The value obtained for the orbital gap is 10.334 eV. Its LUMO energy is 0.8 eV. As for the energy above the lowest of the compared OMol25 structures with the same formula, charge and spin: 44.5 kJ/mol. For the HOMO energy, the calculation gives -0.3521 Eh.

Each line ends with the Mulliken charge.
Atoms and positions in Å:
1 C 1.205 -0.074 0.004  0.452
2 C 0.123 -0.983 0.007  -0.436
3 C -0.965 -0.156 0.000  0.243
4 H 0.119 -2.070 -0.031  0.354
5 H -1.037 1.966 0.034  0.210
6 N -0.511 1.125 -0.006  0.254
7 N 0.831 1.187 -0.006  -0.727
8 Cl 2.875 -0.488 -0.001  -0.171
9 Cl -2.639 -0.506 -0.001  -0.180

A 2-piece molecular cluster, C3H2Cl2N2O overall in a non-equilibrium geometry. Source: OMol25; level of theory: the ωB97M-V functional and the def2-TZVPD basis.

The value obtained for the orbital gap (alpha / beta) is 8.800 / 8.800 eV. Its LUMO energy (alpha / beta) is -0.6 / -0.6 eV. As for the energy above the lowest of the compared OMol25 structures with the same formula, charge and spin: 624.6 kJ/mol. For the HOMO energy (alpha / beta), the calculation gives -0.3460 / -0.3460 Eh.

Each line ends with the Mulliken charge.
Atoms and positions in Å:
1 C -2.482 -1.572 1.147  -0.130
2 C -2.734 -1.323 0.020  -0.125
3 C -0.022 1.458 1.421  -0.070
4 N -1.168 2.066 1.557  0.289
5 N -2.221 2.230 2.138  -0.020
6 O -2.729 3.319 2.283  -0.464
7 Cl -2.637 -1.007 -1.581  -0.119
8 Cl 0.315 0.536 -0.088  -0.094
9 H -2.375 -1.362 2.172  0.373
10 H 0.808 1.761 2.081  0.361